Record 1
42
Properties=species:S:1:pos:R:3:forces:R:3 method="wB97M-V/def2-TZVPD" e_lumo_ev="-7.74 / -9.33" relative_energy_kj_mol=66.1 homo_lumo_gap_ev="6.98 / 6.06" e_tot_ha=-1490.41223 spin_multiplicity=5 total_charge=+2
C -2.94827 0.17055 -2.24478 0.016 0.564 -0.122
C -2.67099 -0.92123 -1.43288 0.512 -0.498 0.282
C -1.69147 -0.88739 -0.41554 -0.326 0.468 -0.353
C -1.18941 0.39373 -0.09989 0.894 0.541 -0.030
C -1.33219 1.46108 -1.01090 -0.523 -0.165 -0.790
C -2.21407 1.34227 -2.08711 -0.076 0.199 0.146
C -1.39138 -2.16847 0.30351 -0.570 -1.073 0.061
C -0.00061 -2.97470 0.38008 -0.658 -0.535 1.530
N 1.22050 -2.68565 -0.30902 -0.130 1.544 0.232
Ru -0.74307 1.24037 1.73479 -1.215 -3.249 -1.804
C -0.47780 2.69075 -0.86623 -0.078 0.541 0.441
P 0.71787 2.24294 0.46212 1.410 1.819 -2.491
H -3.20956 -1.85511 -1.60030 0.185 0.191 -0.005
H -2.33096 2.19648 -2.76017 -0.066 -0.386 0.130
H -3.71374 0.11940 -3.02240 0.296 -0.138 0.251
H -1.04221 3.58740 -0.57125 0.020 -0.204 -0.199
H 0.06780 2.90634 -1.79883 -0.203 0.053 0.288
H -1.71493 -2.09678 1.35896 0.397 0.051 -0.342
H -2.09278 -2.90411 -0.12686 0.303 0.313 0.198
H 0.25552 -2.99309 1.46245 -0.087 -0.095 -0.860
C 1.42617 3.65471 1.29788 0.049 0.205 0.312
C 2.09067 1.71475 -0.63174 0.252 -0.808 0.327
H -0.27400 -4.02822 0.15443 0.181 0.382 -0.180
C 1.22863 -2.21242 -1.66781 -0.146 0.186 -0.710
C 2.41369 -2.46275 0.49401 0.384 0.077 0.362
H -1.96091 2.42944 2.08559 0.072 0.797 0.680
H 1.60948 -2.99521 -2.35110 -0.096 0.150 0.272
H 0.20709 -1.93677 -1.98399 0.485 -0.190 0.154
H 1.91358 -1.34519 -1.74913 -0.384 -0.511 0.011
H 3.08406 -3.33781 0.48536 -0.293 0.038 -0.098
H 2.98912 -1.62177 0.08136 -0.217 -0.291 0.048
H 2.13446 -2.25488 1.54189 0.091 -0.174 -0.526
H 2.51950 2.59842 -1.14359 -0.315 -0.295 0.456
H 2.87276 1.22321 -0.03759 -0.030 0.166 -0.260
H 1.73509 1.01929 -1.40608 0.003 0.188 0.301
H 1.58305 4.49161 0.60590 0.042 -0.138 0.230
H 0.75331 3.93003 2.11878 0.334 0.248 -0.207
H 2.38461 3.31840 1.71719 -0.163 0.293 -0.028
H -1.29142 2.62807 2.56680 -0.784 1.286 0.138
S -0.09911 -2.62274 3.86427 -0.151 0.801 0.130
C -0.33178 -1.11255 3.46455 -0.040 0.912 -0.157
N -0.48627 0.05760 3.13725 0.626 -3.263 2.183

=====

Record 2
39
Properties=species:S:1:pos:R:3:forces:R:3 method="wB97M-V/def2-TZVPD" e_lumo_ev=0.92 relative_energy_kj_mol=13.7 homo_lumo_gap_ev=9.39 e_tot_ha=-677.23203
C -4.52912 -1.75563 1.05919 -0.100 -0.038 -0.243
C -4.58634 -1.65507 -0.46080 0.243 -0.010 0.031
C -3.42854 -0.86287 -1.07027 -0.218 0.159 -0.025
C -3.40306 0.62422 -0.66095 -0.007 -0.173 -0.091
N -2.57374 0.95231 0.48373 -0.046 -0.141 0.428
C -1.14132 0.96872 0.23222 -0.059 0.302 -0.039
C -0.71359 2.33092 -0.32194 0.213 -0.314 -0.005
C 0.77161 2.39147 -0.67469 -0.066 -0.066 0.336
C 1.69666 2.29511 0.54319 0.038 0.406 -0.431
O 1.74018 1.01186 1.13102 0.052 -0.362 0.126
C 2.36530 -0.01120 0.48513 0.030 -0.227 0.043
C 3.16439 0.11083 -0.64683 -0.100 0.345 0.094
C 3.76196 -1.01295 -1.19386 0.030 -0.139 -0.007
C 3.57512 -2.26160 -0.63191 0.107 -0.083 -0.120
C 2.78239 -2.38549 0.49866 -0.020 0.017 0.004
C 2.18266 -1.27426 1.05231 -0.076 0.210 0.025
H -4.66365 -0.77930 1.51902 -0.008 0.096 0.143
H -3.57406 -2.16845 1.37972 0.099 -0.025 0.093
H -5.31992 -2.40897 1.42234 -0.042 -0.010 0.125
H -5.53041 -1.19008 -0.75516 -0.044 -0.042 -0.065
H -4.57199 -2.66388 -0.88194 -0.091 0.020 -0.025
H -2.48275 -1.33045 -0.78422 0.076 -0.010 -0.064
H -3.50785 -0.92982 -2.15762 0.065 -0.044 -0.035
H -4.42177 0.95234 -0.43177 -0.026 0.021 -0.163
H -3.04788 1.22590 -1.50027 -0.100 0.034 0.007
H -2.78451 0.31774 1.24427 0.046 0.089 -0.049
H -0.82239 0.17970 -0.46935 0.047 -0.004 0.080
H -0.62753 0.79732 1.17870 -0.025 -0.089 -0.088
H -0.95490 3.09822 0.41510 -0.072 0.057 0.013
H -1.29189 2.54671 -1.22221 -0.069 0.059 0.004
H 1.00763 1.58333 -1.37066 0.074 0.066 -0.095
H 0.97995 3.34010 -1.17424 0.085 -0.021 -0.054
H 2.70927 2.62535 0.27630 -0.077 -0.034 0.098
H 1.32534 2.94483 1.34072 0.085 -0.010 -0.090
H 3.33547 1.07081 -1.10865 -0.032 0.091 -0.017
H 4.38071 -0.90292 -2.07275 0.040 0.013 -0.061
H 4.04265 -3.13106 -1.06835 0.040 -0.067 -0.037
H 2.62953 -3.35506 0.94938 -0.017 -0.069 0.048
H 1.56465 -1.35287 1.93319 -0.075 -0.006 0.105

=====

Record 3
40
Properties=species:S:1:pos:R:3:forces:R:3 method="wB97M-V/def2-TZVPD" e_lumo_ev=0.71 relative_energy_kj_mol=1028.1 homo_lumo_gap_ev=9.51 e_tot_ha=-752.08870
C 4.36115 0.81402 0.15534 1.710 2.854 -0.811
H 5.52853 0.66636 -0.10879 -2.516 0.833 1.374
C 3.67554 -0.25957 -0.54072 -4.645 -6.496 1.233
H 3.74777 -0.42605 -1.61698 0.231 1.037 -0.022
H 3.89270 -1.46533 -0.23099 0.187 3.296 -0.118
C 1.95532 -0.30050 -0.21049 2.212 3.416 1.232
N 1.59840 -0.61189 1.30305 -0.796 0.085 -5.097
H 2.51717 -0.51758 1.56205 2.362 0.462 2.333
C 0.72504 0.49574 1.65560 2.813 -2.717 7.515
C -0.56514 0.28195 1.16038 -2.032 5.635 -4.462
C -1.41425 -0.59946 1.46207 -1.969 -6.781 1.310
C -2.72104 -0.89869 0.80245 6.580 -13.815 12.554
C -3.12408 -0.21018 -0.04945 -5.893 14.977 -8.808
C -2.38385 1.20490 -0.18964 -5.279 -3.211 -4.283
C -1.15297 1.28493 0.18505 1.982 -2.360 4.130
O -0.43466 2.36275 0.18584 2.794 1.177 -0.708
C -0.82831 3.23049 -0.74191 -0.622 9.206 0.831
H -1.09496 2.94849 -1.71732 -0.138 -1.169 -1.120
H 0.02016 4.25882 -0.91173 -2.222 -3.509 0.717
H -1.80866 3.88990 -0.27875 2.310 -1.763 -1.402
H -2.90328 1.83411 -0.97747 0.763 -0.500 1.517
O -4.49123 0.00610 -0.37785 3.698 2.301 -1.647
C -5.18222 -1.10279 -0.23402 -1.294 -3.874 -3.438
H -6.15463 -1.00586 -0.68441 -0.556 0.381 -0.248
H -4.69585 -1.96660 -0.87778 -0.854 1.023 1.706
H -5.33938 -1.29127 0.76233 -0.195 -1.368 2.563
H -3.15211 -2.07673 1.14505 0.885 3.973 -0.992
H -0.89682 -1.38963 2.05993 -1.309 0.251 0.095
H 0.66015 0.20568 2.93190 -0.189 1.233 -3.093
H 1.14765 1.47358 1.69805 0.140 0.736 -0.729
C 1.20834 -1.04523 -1.21784 -0.055 -4.240 1.112
C 1.41888 -2.65261 -0.99326 1.353 1.799 3.656
H 2.49379 -2.87573 -1.11705 -0.670 -0.369 -0.602
H 1.28359 -2.93242 0.17281 0.158 1.172 -2.396
H 0.72375 -3.31764 -1.42198 -0.514 -0.513 -1.337
H 1.47845 -0.73576 -2.17368 0.784 0.291 -1.852
H 0.16554 -0.93687 -1.18604 -1.591 0.635 0.463
H 1.71696 0.83875 -0.25034 0.266 -1.663 -0.577
H 3.98615 1.79535 -0.37333 1.053 -1.518 0.846
H 4.03840 1.02649 1.23991 1.056 -0.905 -1.445

=====

Record 4
41
Properties=species:S:1:pos:R:3:forces:R:3 method="wB97M-V/def2-TZVPD" e_lumo_ev=0.54 relative_energy_kj_mol=391.4 homo_lumo_gap_ev=9.64 e_tot_ha=-827.61648
C -4.83063 -1.87471 0.58678 -0.314 -1.472 1.375
C -3.52424 -1.55028 -0.12832 -1.220 -1.816 0.783
O -3.67550 -0.51888 -0.68164 1.969 3.533 -2.352
N -2.37904 -2.35813 -0.16646 -1.392 1.567 0.698
C -2.54101 -3.80465 -0.23625 -1.988 1.425 0.326
C -1.20461 -4.20409 -0.64621 1.656 -1.121 -0.124
O -0.35313 -3.06972 -0.79455 0.048 -0.481 0.091
C -1.11092 -1.88192 -0.79726 -1.340 -0.322 -0.515
C -0.35997 -0.79602 -0.01762 -0.639 2.202 -2.373
C 0.57072 0.13247 -0.98213 0.859 -2.178 1.668
C 1.47995 -0.72063 -1.98203 -1.271 0.480 -0.033
C 1.35286 1.09389 0.00817 -2.711 0.777 -1.549
C 2.01074 2.30774 -0.65039 0.835 0.527 0.152
C 3.07104 2.78591 0.27953 0.985 1.811 2.544
C 2.99067 3.67704 1.34681 -1.720 0.039 -1.289
C 1.68144 4.42436 1.70645 -0.966 0.408 1.428
C 4.15401 3.98044 2.25881 -0.397 -2.252 -4.232
O 5.24649 3.94399 1.75733 1.131 0.668 0.858
H -5.45506 -0.93166 0.72442 1.058 -1.404 -0.487
H -5.40427 -2.68335 0.08681 0.218 0.633 -0.025
H -4.62000 -2.30451 1.57006 -0.127 0.053 0.219
H -3.23941 -4.10891 -1.04202 -0.123 0.281 0.585
H -2.89451 -4.18808 0.73189 0.189 -0.058 -0.315
H -0.82557 -4.91365 0.07201 0.849 0.007 0.264
H -1.32966 -4.74566 -1.55613 0.545 -0.297 -1.054
H -1.37616 -1.57275 -1.86509 0.554 -0.098 1.153
H -1.05197 -0.04344 0.42153 -0.002 -0.688 -0.382
H 0.16012 -1.19535 0.80027 0.980 -0.913 0.952
H -0.15083 0.60375 -1.61370 -0.305 0.936 -0.304
H 2.03894 -1.56334 -1.60252 0.338 0.108 0.854
H 0.79130 -1.24138 -2.67301 0.188 0.479 0.038
H 2.15068 -0.09916 -2.59329 -0.249 -0.047 0.264
H 2.13216 0.52280 0.44160 0.656 -0.624 0.767
H 0.63680 1.49287 0.78603 0.794 -0.748 -0.537
H 1.49512 3.21932 -0.92276 -1.374 -0.300 0.037
H 2.47595 1.99485 -1.57852 0.309 -0.145 -0.157
H 4.02383 2.30944 0.12862 0.495 -0.060 0.244
H 1.51939 5.46696 1.27644 0.594 -1.393 -0.001
H 1.59818 4.69741 2.88080 0.224 -1.148 -2.518
H 0.80222 3.78130 1.38599 0.838 0.979 0.660
H 3.94386 3.93574 3.27957 -0.174 0.651 2.284

=====

Record 5
42
Properties=species:S:1:pos:R:3:forces:R:3 method="wB97M-V/def2-TZVPD" e_lumo_ev=0.62 relative_energy_kj_mol=311.4 homo_lumo_gap_ev=10.66 e_tot_ha=-902.91336
C 4.54260 0.72393 -2.45977 -3.339 -0.644 1.332
C 4.17432 1.24755 -1.02734 3.078 0.423 1.077
C 5.40080 1.02654 -0.08720 0.548 -0.369 -0.110
C 4.04306 2.75250 -1.03566 -0.754 -0.333 -2.479
O 3.12448 0.58055 -0.28139 0.205 -0.437 -0.157
C 1.82978 0.88942 -0.36139 -0.556 -0.283 -2.015
O 1.40587 1.73480 -1.13975 -0.122 -1.224 1.611
C 1.04881 -0.20351 0.43409 0.707 -0.126 -0.255
C -0.40731 -0.05626 0.54721 -1.481 1.040 1.117
C -1.16317 -1.33239 0.98418 -0.503 1.010 -2.556
C -2.62438 -0.95199 1.16848 -0.034 1.782 -0.278
C -3.44602 -2.09575 1.70226 -0.336 -1.874 -0.683
C -2.82885 -3.12164 2.65297 -1.066 1.010 -0.897
N -2.65157 -4.06015 3.29286 0.394 0.293 0.024
O -2.75966 0.09174 2.14765 1.127 1.495 0.375
C -1.85415 1.28782 2.02991 -0.449 0.208 -0.546
C -1.80526 2.15185 3.38886 -1.396 -2.393 -2.130
C -2.29428 2.22641 0.92492 -2.017 -0.628 -0.849
O -0.57038 0.89674 1.65004 0.664 -0.637 0.198
H 4.77063 -0.34406 -2.57023 -0.635 0.163 0.263
H 3.71160 1.10658 -3.07568 0.091 -0.895 -0.204
H 5.35909 1.20578 -2.85226 2.203 1.529 -0.355
H 5.51095 -0.04300 0.05520 0.271 -0.329 -0.009
H 5.28815 1.43283 0.96410 0.004 0.017 -1.413
H 6.32944 1.41156 -0.62011 -1.119 -0.355 0.944
H 4.94552 3.24392 -0.80172 1.447 0.275 -0.096
H 3.43186 3.00898 -0.23316 -1.622 0.811 0.923
H 3.71256 3.08398 -2.05213 -0.246 0.197 1.180
H 1.45984 -0.33226 1.44055 0.224 -0.010 -0.306
H 1.09288 -1.16278 -0.09652 1.048 0.186 -0.178
H -0.78105 0.31228 -0.44236 -0.121 -0.050 0.855
H -1.10327 -2.08816 0.17514 0.063 0.192 0.421
H -0.79517 -1.72493 1.88440 0.775 -0.508 1.285
H -3.06016 -0.56832 0.14396 0.602 -0.843 1.765
H -3.64468 -2.70376 0.77676 -0.223 0.257 0.935
H -4.41302 -1.77647 2.13780 0.626 -0.060 -0.290
H -1.17779 3.00363 3.23209 0.608 0.199 0.090
H -1.55620 1.48218 4.18766 0.465 0.002 0.586
H -2.83358 2.48864 3.52006 0.019 0.082 0.172
H -1.99406 1.86326 -0.08052 -0.478 0.067 0.611
H -1.78286 3.15561 1.03671 0.238 0.750 0.206
H -3.40994 2.38178 0.96477 1.091 0.009 -0.166

=====

Record 6
46
Properties=species:S:1:pos:R:3:forces:R:3 method="wB97M-V/def2-TZVPD" e_lumo_ev=0.56 relative_energy_kj_mol=0.0 homo_lumo_gap_ev=9.43 e_tot_ha=-1203.96998
N 2.79702 0.37976 -2.09144 0.013 0.027 0.167
C 3.09037 1.79943 -1.85958 -0.024 0.015 -0.194
C 2.00431 2.41246 -0.97307 -0.048 -0.015 -0.015
C 0.77308 2.85798 -1.77468 -0.011 -0.119 -0.184
C -0.54145 2.82718 -0.97460 -0.186 0.096 0.045
C -1.51005 1.76117 -1.45666 0.107 0.094 0.140
C -2.67876 1.38245 -0.50509 -0.094 0.000 -0.073
C -3.92567 1.62278 -1.36791 0.035 0.089 0.193
C -3.35017 1.58998 -2.76292 0.196 0.105 0.378
O -3.79070 1.11980 -3.75911 -0.396 0.066 -0.522
O -2.13587 2.20609 -2.69486 0.338 -0.506 0.077
H 2.68332 -0.09902 -1.20105 0.028 0.082 -0.067
H 3.56125 -0.07509 -2.57763 -0.074 0.066 -0.042
H 4.08552 1.98042 -1.42326 -0.148 -0.086 -0.004
H 3.06806 2.29799 -2.84068 0.138 -0.007 0.216
H 2.42395 3.25552 -0.40745 -0.153 -0.138 -0.049
H 1.69065 1.65115 -0.24688 0.146 0.134 -0.024
H 0.93605 3.86248 -2.18101 0.040 -0.158 0.018
H 0.67535 2.18427 -2.63806 -0.006 0.159 0.141
H -1.05591 3.79586 -1.04114 0.026 -0.183 0.129
H -0.33750 2.62956 0.08642 0.003 0.074 -0.154
H -0.95997 0.84274 -1.70358 0.027 0.210 0.021
H -2.57847 0.32704 -0.23635 -0.107 0.132 0.013
H -2.70158 1.96247 0.42208 0.135 0.038 -0.190
H -4.75398 0.92973 -1.22206 0.147 0.080 -0.061
H -4.27057 2.65719 -1.23536 -0.127 -0.265 0.062
O 2.09246 -0.65989 0.99426 -0.150 -0.036 0.052
C 1.13320 -0.53293 1.69550 0.229 -0.073 -0.121
O 0.00146 0.09996 1.34963 -0.079 0.064 -0.018
C -0.99118 -0.15623 2.36288 -0.068 -0.002 0.012
C -0.13301 -0.48565 3.56940 -0.043 -0.006 0.003
O 1.05308 -1.01170 2.95307 0.003 -0.058 0.065
H -1.61798 0.72227 2.48264 0.086 0.079 -0.011
H -1.58695 -1.00922 2.05012 -0.051 -0.039 -0.029
H 0.14349 0.39486 4.15064 -0.007 0.008 0.000
H -0.56501 -1.24270 4.21735 0.021 -0.046 -0.044
O -1.59288 -3.30646 2.02351 0.308 -0.014 0.002
C -0.55340 -3.80037 1.69861 -0.272 -0.034 -0.074
O 0.07944 -4.76842 2.38580 0.032 -0.043 0.057
C 1.15303 -5.27697 1.57989 -0.004 0.001 -0.042
C 1.41827 -4.11998 0.63184 -0.054 -0.012 0.019
O 0.13027 -3.47928 0.58297 0.059 0.095 0.057
H 1.99274 -5.52799 2.22071 -0.013 0.042 0.038
H 0.79911 -6.16975 1.06273 0.018 0.000 -0.004
H 2.14095 -3.40924 1.02563 0.055 0.082 0.028
H 1.70459 -4.42172 -0.37125 -0.076 0.001 -0.013

=====

Please write out number 5 again, unchanged.
42
Properties=species:S:1:pos:R:3:forces:R:3 method="wB97M-V/def2-TZVPD" e_lumo_ev=0.62 relative_energy_kj_mol=311.4 homo_lumo_gap_ev=10.66 e_tot_ha=-902.91336
C 4.54260 0.72393 -2.45977 -3.339 -0.644 1.332
C 4.17432 1.24755 -1.02734 3.078 0.423 1.077
C 5.40080 1.02654 -0.08720 0.548 -0.369 -0.110
C 4.04306 2.75250 -1.03566 -0.754 -0.333 -2.479
O 3.12448 0.58055 -0.28139 0.205 -0.437 -0.157
C 1.82978 0.88942 -0.36139 -0.556 -0.283 -2.015
O 1.40587 1.73480 -1.13975 -0.122 -1.224 1.611
C 1.04881 -0.20351 0.43409 0.707 -0.126 -0.255
C -0.40731 -0.05626 0.54721 -1.481 1.040 1.117
C -1.16317 -1.33239 0.98418 -0.503 1.010 -2.556
C -2.62438 -0.95199 1.16848 -0.034 1.782 -0.278
C -3.44602 -2.09575 1.70226 -0.336 -1.874 -0.683
C -2.82885 -3.12164 2.65297 -1.066 1.010 -0.897
N -2.65157 -4.06015 3.29286 0.394 0.293 0.024
O -2.75966 0.09174 2.14765 1.127 1.495 0.375
C -1.85415 1.28782 2.02991 -0.449 0.208 -0.546
C -1.80526 2.15185 3.38886 -1.396 -2.393 -2.130
C -2.29428 2.22641 0.92492 -2.017 -0.628 -0.849
O -0.57038 0.89674 1.65004 0.664 -0.637 0.198
H 4.77063 -0.34406 -2.57023 -0.635 0.163 0.263
H 3.71160 1.10658 -3.07568 0.091 -0.895 -0.204
H 5.35909 1.20578 -2.85226 2.203 1.529 -0.355
H 5.51095 -0.04300 0.05520 0.271 -0.329 -0.009
H 5.28815 1.43283 0.96410 0.004 0.017 -1.413
H 6.32944 1.41156 -0.62011 -1.119 -0.355 0.944
H 4.94552 3.24392 -0.80172 1.447 0.275 -0.096
H 3.43186 3.00898 -0.23316 -1.622 0.811 0.923
H 3.71256 3.08398 -2.05213 -0.246 0.197 1.180
H 1.45984 -0.33226 1.44055 0.224 -0.010 -0.306
H 1.09288 -1.16278 -0.09652 1.048 0.186 -0.178
H -0.78105 0.31228 -0.44236 -0.121 -0.050 0.855
H -1.10327 -2.08816 0.17514 0.063 0.192 0.421
H -0.79517 -1.72493 1.88440 0.775 -0.508 1.285
H -3.06016 -0.56832 0.14396 0.602 -0.843 1.765
H -3.64468 -2.70376 0.77676 -0.223 0.257 0.935
H -4.41302 -1.77647 2.13780 0.626 -0.060 -0.290
H -1.17779 3.00363 3.23209 0.608 0.199 0.090
H -1.55620 1.48218 4.18766 0.465 0.002 0.586
H -2.83358 2.48864 3.52006 0.019 0.082 0.172
H -1.99406 1.86326 -0.08052 -0.478 0.067 0.611
H -1.78286 3.15561 1.03671 0.238 0.750 0.206
H -3.40994 2.38178 0.96477 1.091 0.009 -0.166